The following is a DFT calculation (ωB97M-V/def2-TZVPD) of a 2-piece molecular cluster, C12H13N2 overall at a distorted geometry.

The geometry in XYZ format:
```
27
Properties=species:S:1:pos:R:3
C 2.5970 -0.1823 2.1534
C 1.8383 0.8948 1.9886
C 0.7749 2.1254 2.1173
C -0.7068 1.4504 2.2453
N -1.7559 1.9998 3.0901
C -2.8579 1.0210 2.8978
C -2.3618 -0.0950 1.8810
N -0.9780 0.2299 1.4877
H 3.1130 -1.1284 2.5896
H 0.9726 2.7130 3.1065
H 0.8775 2.8177 1.2066
H -1.7137 2.8420 3.6952
H -3.8806 1.0727 3.4254
H -2.9552 -1.0174 1.5232
H -0.3668 -0.3178 0.8541
C 0.9521 -0.5701 -1.6580
C -0.2933 -1.1781 -1.8053
C -0.6259 -1.8041 -3.0031
C 0.2904 -1.8313 -4.0510
C 1.5362 -1.2271 -3.9025
C 1.8657 -0.5928 -2.7081
H 1.2106 -0.0781 -0.7244
H -1.0060 -1.1629 -0.9851
H -1.5983 -2.2717 -3.1200
H 0.0332 -2.3236 -4.9833
H 2.2508 -1.2501 -4.7195
H 2.8346 -0.1174 -2.5950
```

Calculated values
**Electronic energy**: -574.107752 hartree
**Kohn-Sham gap**: 0.2897 Eh
**ΔE to the lowest compared entry with this formula, charge and spin**: 137.0 kcal per mole
**Total charge**: +1